# 1
This record from the OMol25 dataset describes one molecule with the formula C21H23N5S. The level of theory is ωB97M-V/def2-TZVPD.

Geometry as XYZ:
```
50
C21H23N5S (ωB97M-V/def2-TZVPD)
N -0.1354 0.6514 -4.0114
N 2.0208 2.2677 -0.9431
S 1.6135 -1.2104 -4.3161
C 1.0157 0.2564 -3.6017
C 1.2051 1.8285 -1.8198
C -3.4389 -4.0840 3.3441
C -2.4376 3.5731 -3.2910
C -1.8202 4.1390 -2.1857
C -3.2034 -3.9498 1.9801
C -2.7323 -3.2370 4.2244
C -1.8550 2.4462 -3.9016
C -0.6532 3.6534 -1.7912
C -2.2976 -2.9522 1.5748
C -1.7124 -2.3225 3.7980
C -0.6687 1.8095 -3.4873
C -0.0040 2.4895 -2.3809
C -1.5577 -2.1033 2.4308
N -0.6268 -1.1268 1.9127
N 1.7597 0.7821 -2.5490
N 1.7951 0.1946 1.1753
C -0.2001 0.0819 2.6012
C 0.5435 -1.9264 1.3397
C 0.6843 0.9987 1.8096
C 1.4524 -1.0565 0.5024
C 3.0327 0.2261 -1.9069
C 2.9703 0.9426 0.6887
C 3.1407 1.3163 -0.7775
H 0.7636 -1.0076 -5.4276
H -3.9242 -4.8987 3.7660
H -3.3709 4.0069 -3.5377
H -2.2036 4.9783 -1.5813
H -3.6161 -4.6607 1.3179
H -2.9562 -3.3176 5.2917
H -2.2771 2.0561 -4.7660
H -0.1520 4.1862 -0.9542
H -1.9470 -2.7645 0.6156
H -0.9981 -1.8592 4.5425
H -1.1452 0.6805 2.8354
H 0.2876 -0.3405 3.4329
H 0.3410 -2.8377 0.8649
H 1.1788 -2.1528 2.1552
H 1.0921 1.7728 2.5101
H 0.0775 1.5992 1.1076
H 0.9004 -0.9260 -0.4432
H 2.3878 -1.5740 0.2159
H 2.6950 -0.7947 -1.5555
H 3.9712 0.2859 -2.4381
H 3.0494 1.8553 1.4104
H 3.7173 0.1974 1.0096
H 4.2381 1.8277 -0.7904
```

Computed properties:
SMILES ... SC1=Nc2ccccc2C2=N[C@@H](CN3CCN(c4ccccc4)CC3)CN12
Multiplicity ... 1
Max |F| ... 5.02 eV/Å
Relative energy (zero: lowest compared OMol25 entry of this formula, charge and spin) ... 59.8 kcal per mole
Gap between HOMO and LUMO ... 8.4 eV
HOMO energy ... -7.8926 eV
E_tot ... -1485.873668 a.u.
E_LUMO ... 0.472 eV
Molecular weight ... 377.5 g mol⁻¹
Net charge ... 0

# 2
This record from the OMol25 dataset describes one molecule with the formula C3H4O4. The level of theory is ωB97M-V/def2-TZVPD.

Geometry as XYZ:
```
11
C3H4O4 (ωB97M-V/def2-TZVPD)
C -0.4447 0.1976 -0.2362
C -0.4667 -1.0198 0.6846
C 1.2236 0.5557 -0.9428
O -0.8457 0.0397 -1.4469
O 1.0979 0.5594 -2.1844
O -0.8799 1.3676 0.3719
O 2.0932 0.6843 -0.1583
H -0.3726 1.5300 1.1782
H -0.1678 -1.9078 0.1321
H -1.4680 -1.1478 1.0946
H 0.2306 -0.8588 1.5073
```

Computed properties:
Multiplicity ... 1
Max |F| ... 9.96 eV/Å
Relative energy (zero: lowest compared OMol25 entry of this formula, charge and spin) ... 86.7 kcal per mole
Gap between HOMO and LUMO (alpha / beta) ... 7.9 / 7.6 eV
HOMO energy (alpha / beta) ... -10.4155 / -10.4887 eV
E_tot ... -417.555088 a.u.
E_LUMO (alpha / beta) ... -2.497 / -2.863 eV
Molecular weight ... 104.1 g mol⁻¹
Net charge ... 0

# 3
This record from the OMol25 dataset describes C3H7O2Pd as an isolated structure. The level of theory is ωB97M-V/def2-TZVPD.

Geometry as XYZ:
```
13
C3H7O2Pd (ωB97M-V/def2-TZVPD)
O -2.3343 0.1607 0.5081
C -1.1795 0.5996 1.1320
C 0.0066 0.6239 0.1726
O 0.2192 -0.7188 -0.2392
C 1.4406 -0.9320 -0.9147
Pd -1.9623 -0.8422 -0.7758
H -0.9353 -0.0182 2.0211
H -1.3048 1.6341 1.5096
H 0.7812 1.2371 0.6573
H 0.0357 1.2066 -0.7684
H 1.5656 -0.2392 -1.7622
H 2.2730 -0.7652 -0.2138
H 1.3941 -1.9464 -1.3264
```

Computed properties:
Multiplicity ... 4
Max |F| ... 10.98 eV/Å
Relative energy (zero: lowest compared OMol25 entry of this formula, charge and spin) ... 0.0 kcal per mole
Gap between HOMO and LUMO (alpha / beta) ... 6.2 / 9.1 eV
HOMO energy (alpha / beta) ... -5.4128 / -10.1344 eV
E_tot ... -396.608330 a.u.
<S²> ... 3.756
E_LUMO (alpha / beta) ... 0.776 / -1.051 eV
Molecular weight ... 181.5 g mol⁻¹
Net charge ... 0

# 4
This record from the OMol25 dataset describes one molecule with the formula C6H16ClNSi. The level of theory is ωB97M-V/def2-TZVPD.

Geometry as XYZ:
```
25
C6H16ClNSi (ωB97M-V/def2-TZVPD)
C 0.2033 -2.5150 -1.1150
C 1.9961 -1.3546 0.0584
C 0.3641 2.3988 -0.3316
C -2.0424 2.0846 -0.5899
C -0.1417 -0.3347 2.2018
C 0.6645 -1.1201 -0.6476
N -0.7564 1.4502 -0.4425
Si -0.6094 -0.0904 0.3379
Cl -2.4818 -1.2064 -0.0984
H 0.0519 -3.2800 -0.2386
H -0.7197 -2.2721 -1.5755
H 0.9099 -2.6554 -1.9120
H 1.7041 -1.7643 1.0059
H 2.4606 -0.4061 0.3818
H 2.5671 -2.1243 -0.5197
H 1.1285 1.8916 0.2129
H 0.8121 2.6203 -1.2789
H 0.2901 3.3083 0.3157
H -2.1097 2.5063 -1.5463
H -2.8846 1.4417 -0.4732
H -2.1539 2.9748 0.1077
H -1.1175 -0.4007 2.8716
H 0.5703 -1.1169 2.3426
H 0.3898 0.5316 2.5278
H 0.9048 -0.5671 -1.5950
```

Computed properties:
SMILES ... CC(C)[Si@](C)(Cl)N(C)C
Multiplicity ... 1
Max |F| ... 3.29 eV/Å
Relative energy (zero: lowest compared OMol25 entry of this formula, charge and spin) ... 46.6 kcal per mole
Gap between HOMO and LUMO ... 9.7 eV
HOMO energy ... -8.9445 eV
E_tot ... -1042.671847 a.u.
E_LUMO ... 0.765 eV
Molecular weight ... 165.7 g mol⁻¹
Net charge ... 0

# 5
This record from the OMol25 dataset describes C21H21HgIN5S as an isolated structure. The level of theory is ωB97M-V/def2-TZVPD.

Geometry as XYZ:
```
50
C21H21HgIN5S (ωB97M-V/def2-TZVPD)
Hg -0.0550 -0.2174 -0.9852
C 5.7123 -1.7471 -0.8248
C 4.9420 -0.5894 -0.8418
C 3.5615 -0.6737 -0.8851
C 2.9073 -1.9118 -0.9027
C 3.6921 -3.0753 -0.8778
C 5.0741 -2.9831 -0.8444
N 1.5260 -1.9296 -0.9462
N 0.9513 -3.0967 -0.7931
C -0.4294 -3.0946 -0.7769
C -1.0524 -4.3503 -0.6257
C -2.4274 -4.4564 -0.5766
C -3.2309 -3.3190 -0.6710
C -2.6291 -2.0725 -0.8252
C -1.2497 -1.9565 -0.8811
H 6.7929 -1.6858 -0.7932
H 5.4250 0.3814 -0.8139
H 2.9524 0.2171 -0.8835
H 3.1885 -4.0315 -0.8923
H 5.6684 -3.8895 -0.8323
H -0.4137 -5.2227 -0.5489
H -2.8887 -5.4310 -0.4673
H -4.3112 -3.3977 -0.6273
H -3.2631 -1.1933 -0.9141
C -1.1846 3.1171 2.4787
N -1.9063 1.9108 2.1643
C -3.3577 1.8353 2.3055
C -3.6647 0.3752 1.9391
N -2.3353 -0.2231 1.9425
C -1.3539 0.6917 1.9837
S 0.2825 0.3261 1.8638
H -1.6410 3.9609 1.9590
H -0.1528 3.0014 2.1541
H -1.1954 3.3178 3.5544
H -3.8388 2.5402 1.6260
H -3.6556 2.0802 3.3289
H -4.1278 0.3015 0.9542
H -4.3083 -0.1109 2.6694
H -2.1518 -1.1556 1.6045
I -2.7042 1.9483 -1.6472
C -0.7955 2.7618 -1.3683
C -0.6372 4.1348 -1.3116
C 0.6448 4.6323 -1.1526
C 1.7039 3.7454 -1.0810
C 1.4442 2.3899 -1.1342
N 0.2071 1.8880 -1.2627
H -1.4917 4.7888 -1.3971
H 0.8111 5.7000 -1.0885
H 2.7209 4.0981 -0.9826
H 2.2449 1.6702 -1.0720
```

Computed properties:
Multiplicity ... 2
Max |F| ... 1.53 eV/Å
Relative energy (zero: lowest compared OMol25 entry of this formula, charge and spin) ... 18.4 kcal per mole
Gap between HOMO and LUMO (alpha / beta) ... 4.4 / 6.4 eV
HOMO energy (alpha / beta) ... -5.0929 / -7.0730 eV
E_tot ... -1935.834073 a.u.
<S²> ... 0.775
E_LUMO (alpha / beta) ... -0.677 / -0.683 eV
Molecular weight ... 703.0 g mol⁻¹
Net charge ... 0

# 6
This record from the OMol25 dataset describes C69H70As2CsN7O11S3Se2 as an isolated structure. The level of theory is ωB97M-V/def2-TZVPD.

Geometry as XYZ:
```
165
C69H70As2CsN7O11S3Se2 (ωB97M-V/def2-TZVPD)
Cs -0.2546 -0.3825 0.2420
C 3.6420 -3.7117 1.4152
C 2.9162 -2.5107 0.8759
N 1.7106 -2.2041 1.1803
N 1.0042 -3.1028 1.9453
C -0.1809 -2.6629 2.3538
O -0.6798 -1.5125 2.3340
C -1.0629 -3.7738 2.8668
C -2.3960 -3.7790 2.4664
C -3.2518 -4.7950 2.8641
C -2.7899 -5.8008 3.7043
C -1.4662 -5.7862 4.1280
C -0.6027 -4.7865 3.6999
C 3.5987 -1.6336 -0.1208
C 4.8667 -1.9518 -0.6077
C 5.4280 -1.1573 -1.5992
C 4.7209 -0.0698 -2.0758
C 3.4731 0.1935 -1.5158
N 2.9348 -0.5588 -0.5658
H 2.9883 -4.2391 2.1039
H 3.9354 -4.3942 0.6122
H 4.5553 -3.4100 1.9364
H -2.7479 -2.9743 1.8307
H -4.2820 -4.7947 2.5242
H -3.4572 -6.5913 4.0282
H -1.1027 -6.5645 4.7895
H 0.4366 -4.7798 4.0016
H 5.4017 -2.8110 -0.2271
H 6.4095 -1.3947 -1.9937
H 5.1052 0.5774 -2.8533
H 2.8908 1.0482 -1.8601
O 0.7299 5.5711 -4.0852
C 1.4594 5.9743 -2.9329
C 1.2296 5.1179 -1.6761
C 1.7188 5.9505 -0.4806
O 0.8820 7.0585 -0.1701
C 2.0836 3.8358 -1.6751
Se 2.1809 2.7681 -3.3524
C -0.2687 4.7836 -1.5537
Se -0.9451 4.3590 0.2662
H 1.0148 4.6459 -4.2432
H 1.1562 7.0009 -2.7124
H 2.5374 5.9690 -3.1561
H 2.7166 6.3489 -0.7014
H 1.7935 5.2915 0.3893
H 0.0913 6.6423 0.2302
H 1.6894 3.1870 -0.8891
H 3.1119 4.0936 -1.4057
H -0.4494 3.9424 -2.2107
H -0.8523 5.6229 -1.9327
N -2.7899 -0.4280 -0.4685
S -3.7169 -1.3664 -1.0443
N -4.4054 -1.0221 -2.5308
S -3.7280 -1.2756 -3.8916
N -2.2461 -1.3776 -4.1900
S -0.9650 -0.3324 -3.6167
N -0.4045 -0.6778 -2.3316
C 0.0770 -0.5549 -5.0606
C -0.3567 -0.9983 -6.3029
C 0.5668 -1.1492 -7.3262
C 1.9066 -0.8500 -7.1023
C 2.3265 -0.4080 -5.8576
C 1.4125 -0.2654 -4.8223
C -1.7434 1.2573 -3.8395
C -2.1801 1.8743 -2.6803
C -2.8339 3.0956 -2.7778
C -3.0134 3.6841 -4.0202
C -2.5506 3.0587 -5.1734
C -1.9102 1.8349 -5.0918
C -4.5516 -0.0753 -4.9246
C -5.2643 0.9715 -4.3717
C -5.8219 1.9162 -5.2243
C -5.6706 1.7965 -6.5960
C -4.9488 0.7367 -7.1354
C -4.3778 -0.2028 -6.2967
C -4.3518 -2.8297 -4.5330
C -3.4796 -3.8107 -4.9642
C -4.0001 -5.0307 -5.3792
C -5.3684 -5.2479 -5.3641
C -6.2335 -4.2478 -4.9318
C -5.7250 -3.0323 -4.5089
C -3.2005 -3.0909 -1.3135
C -4.1211 -4.1346 -1.3286
C -3.7028 -5.4156 -1.6533
C -2.3744 -5.6520 -1.9813
C -1.4631 -4.6077 -1.9640
C -1.8634 -3.3241 -1.6130
C -5.2491 -1.5736 -0.1184
C -5.0979 -1.3517 1.2434
C -6.2021 -1.4522 2.0784
C -7.4450 -1.7647 1.5457
C -7.5917 -1.9626 0.1773
C -6.4920 -1.8627 -0.6629
H -1.4011 -1.2281 -6.4610
H 0.2400 -1.4958 -8.2993
H 2.6236 -0.9578 -7.9076
H 3.3635 -0.1523 -5.6828
H 1.7150 0.1025 -3.8495
H -2.0013 1.4113 -1.7189
H -3.1177 3.6076 -1.8644
H -3.4662 4.6658 -4.0871
H -2.6533 3.5459 -6.1355
H -1.5112 1.3645 -5.9807
H -5.3429 1.0556 -3.2964
H -6.3571 2.7586 -4.8059
H -6.1018 2.5421 -7.2524
H -4.8173 0.6546 -8.2067
H -3.7936 -1.0233 -6.6972
H -2.4154 -3.6151 -4.9486
H -3.3271 -5.8138 -5.7043
H -5.7675 -6.2020 -5.6856
H -7.3023 -4.4192 -4.9186
H -6.3818 -2.2439 -4.1603
H -5.1586 -3.9600 -1.0811
H -4.4195 -6.2278 -1.6530
H -2.0509 -6.6530 -2.2411
H -0.4216 -4.7842 -2.2017
H -1.1259 -2.5255 -1.6224
H -4.1308 -1.0648 1.6415
H -6.0742 -1.2596 3.1364
H -8.3092 -1.8370 2.1951
H -8.5676 -2.1838 -0.2380
H -6.5920 -1.9922 -1.7323
C -3.9349 -2.5509 5.5472
O -2.6864 -1.8914 5.3612
C -2.7429 -0.7523 4.6499
O -3.7680 -0.3464 4.1549
C -1.3816 -0.1460 4.5396
C -0.5614 -0.1363 5.6145
As -1.6390 0.6405 7.0307
C -0.3668 0.9210 8.4983
C -1.4111 2.3768 6.0580
C -1.2341 2.5793 4.7433
As -0.8817 1.2236 3.2462
C -2.4986 1.5681 2.2052
C -0.9598 3.9739 4.2273
O 0.1629 4.3031 3.9899
O -1.9797 4.8317 4.0431
C -3.3249 4.3876 4.1966
C -1.5780 3.4759 7.0427
O -2.2466 3.3582 8.0496
O -0.9218 4.5976 6.7415
C -1.1297 5.7000 7.6212
C 0.8835 0.2044 5.4570
O 1.5272 0.9398 6.1671
O 1.4000 -0.4813 4.4299
C 2.7124 -0.0916 4.0135
H -3.6941 -3.5312 5.9485
H -4.4613 -2.6556 4.6004
H -4.5540 -1.9863 6.2474
H 0.0884 -0.0433 8.7251
H -0.9277 1.2762 9.3603
H 0.4166 1.6201 8.2222
H -3.4017 1.4780 2.7978
H -2.5490 0.8809 1.3597
H -2.3641 2.5695 1.7830
H -3.9395 5.2627 4.0031
H -3.5203 4.0178 5.2050
H -3.5689 3.6148 3.4700
H -0.5617 6.5208 7.1942
H -0.7730 5.4612 8.6226
H -2.1881 5.9532 7.6730
H 2.9691 -0.7663 3.2022
H 3.4180 -0.1726 4.8395
H 2.6897 0.9371 3.6527
```

Computed properties:
Multiplicity ... 1
Max |F| ... 3.44 eV/Å
Relative energy (zero: lowest compared OMol25 entry of this formula, charge and spin) ... 0.0 kcal per mole
Gap between HOMO and LUMO ... 3.9 eV
HOMO energy ... -1.0412 eV
E_tot ... -14371.021202 a.u.
E_LUMO ... 2.815 eV
Molecular weight ... 1710.2 g mol⁻¹
Net charge ... -2

Question: What is the molecular weight in the second record?
Answer: 104.1 g mol⁻¹

Question: Among the records above, which one has the highest relative energy (zero: lowest compared OMol25 entry of this formula, charge and spin)?
Answer: C3H4O4

Question: The highest max |F| belongs to which entry?
Answer: C3H7O2Pd

What did the first record say?
This record from the OMol25 dataset describes one molecule with the formula C21H23N5S. The level of theory is ωB97M-V/def2-TZVPD.

Geometry as XYZ:
```
50
C21H23N5S (ωB97M-V/def2-TZVPD)
N -0.1354 0.6514 -4.0114
N 2.0208 2.2677 -0.9431
S 1.6135 -1.2104 -4.3161
C 1.0157 0.2564 -3.6017
C 1.2051 1.8285 -1.8198
C -3.4389 -4.0840 3.3441
C -2.4376 3.5731 -3.2910
C -1.8202 4.1390 -2.1857
C -3.2034 -3.9498 1.9801
C -2.7323 -3.2370 4.2244
C -1.8550 2.4462 -3.9016
C -0.6532 3.6534 -1.7912
C -2.2976 -2.9522 1.5748
C -1.7124 -2.3225 3.7980
C -0.6687 1.8095 -3.4873
C -0.0040 2.4895 -2.3809
C -1.5577 -2.1033 2.4308
N -0.6268 -1.1268 1.9127
N 1.7597 0.7821 -2.5490
N 1.7951 0.1946 1.1753
C -0.2001 0.0819 2.6012
C 0.5435 -1.9264 1.3397
C 0.6843 0.9987 1.8096
C 1.4524 -1.0565 0.5024
C 3.0327 0.2261 -1.9069
C 2.9703 0.9426 0.6887
C 3.1407 1.3163 -0.7775
H 0.7636 -1.0076 -5.4276
H -3.9242 -4.8987 3.7660
H -3.3709 4.0069 -3.5377
H -2.2036 4.9783 -1.5813
H -3.6161 -4.6607 1.3179
H -2.9562 -3.3176 5.2917
H -2.2771 2.0561 -4.7660
H -0.1520 4.1862 -0.9542
H -1.9470 -2.7645 0.6156
H -0.9981 -1.8592 4.5425
H -1.1452 0.6805 2.8354
H 0.2876 -0.3405 3.4329
H 0.3410 -2.8377 0.8649
H 1.1788 -2.1528 2.1552
H 1.0921 1.7728 2.5101
H 0.0775 1.5992 1.1076
H 0.9004 -0.9260 -0.4432
H 2.3878 -1.5740 0.2159
H 2.6950 -0.7947 -1.5555
H 3.9712 0.2859 -2.4381
H 3.0494 1.8553 1.4104
H 3.7173 0.1974 1.0096
H 4.2381 1.8277 -0.7904
```

Computed properties:
SMILES ... SC1=Nc2ccccc2C2=N[C@@H](CN3CCN(c4ccccc4)CC3)CN12
Multiplicity ... 1
Max |F| ... 5.02 eV/Å
Relative energy (zero: lowest compared OMol25 entry of this formula, charge and spin) ... 59.8 kcal per mole
Gap between HOMO and LUMO ... 8.4 eV
HOMO energy ... -7.8926 eV
E_tot ... -1485.873668 a.u.
E_LUMO ... 0.472 eV
Molecular weight ... 377.5 g mol⁻¹
Net charge ... 0